The following is a quantum chemistry calculation of a cluster of 2 separate species, C6H11N2O in total, from the OMol25 dataset.

Cartesian coordinates (Å):
1 H -0.72876 -0.07437 -0.14850
2 H 1.92258 -1.89443 -0.75035
3 H 1.25732 1.98919 0.39088
4 C -1.06543 -2.21526 -0.06967
5 N 1.37159 -1.06626 -0.88218
6 H -0.37017 -2.46156 -0.86297
7 H -2.90495 2.13290 -1.16407
8 C -0.39504 0.95812 0.06099
9 H 3.65556 -0.93043 0.23271
10 C -2.59726 1.70095 -0.23071
11 C -1.43908 -2.00316 1.02213
12 H -3.25088 2.23212 0.54287
13 O -1.24287 1.92069 0.02218
14 H -2.71605 0.63699 -0.38198
15 C 3.04256 -0.03309 0.61969
16 C 1.81229 -0.03322 0.05627
17 H 3.41281 0.65290 1.42329
18 H -2.14085 -1.73857 1.81303
19 N 0.87962 1.05138 0.14266
20 H 1.49700 -0.82490 -1.83628

Charge   +1
Relative energy (zero: lowest compared OMol25 entry of this formula, charge and spin)   470.8 kJ/mol
Frontier orbital gap   0.352 Eh
Strongest force on any atom   4.7 eV/A
E_tot   -419.577556 a.u.



The following is a quantum chemistry calculation of the molecule C11H11F2N3O3S, from the OMol25 dataset.

Cartesian coordinates (Å):
1 C -1.77873 -1.73097 -1.40560
2 C -0.26232 -1.27136 0.86611
3 H 2.38347 4.21781 0.48642
4 C -1.57173 -0.82599 0.81324
5 H -4.21634 -1.03198 1.47293
6 H 2.00080 -2.72570 -1.01419
7 C 2.20047 1.41394 0.72260
8 H 2.41073 1.63193 1.74794
9 C -2.33120 -1.05864 -0.32298
10 H 0.69941 3.81263 0.87003
11 S 2.76109 -1.36794 0.60327
12 C 1.59921 1.70006 -1.34769
13 H 0.33322 -1.10749 1.74896
14 H -0.03529 -2.66675 -2.20394
15 N 1.75136 2.34267 -0.16677
16 H 1.25112 2.18146 -2.23914
17 C 2.30370 0.24455 0.02040
18 H -1.97639 -0.28781 1.65627
19 H -2.38674 -1.89654 -2.27980
20 C -0.46794 -2.15723 -1.35686
21 C -4.35879 -0.33306 0.62597
22 C 1.48320 3.72512 0.11567
23 N 1.62828 -2.35157 -0.15461
24 H 1.15538 4.22050 -0.79607
25 C 0.30560 -1.93211 -0.21897
26 F -4.08988 0.91951 1.09495
27 O 4.03195 -1.77242 0.09127
28 N 1.92052 0.43761 -1.26773
29 O 2.56107 -1.38529 2.02023
30 O -3.64795 -0.62421 -0.47597
31 F -5.65729 -0.32073 0.29405

Frontier orbital gap   0.332 Eh
Strongest force on any atom   1.3 eV/A
E_tot   -1413.677183 a.u.



The following is a quantum chemistry calculation of a structure of composition C6H11N3O, from the OMol25 dataset.

Cartesian coordinates (Å):
1 C 1.76958 -0.94757 0.47929
2 C 0.36606 -1.60385 -2.04850
3 C 0.48682 -0.22772 -1.50129
4 N -0.97497 0.93869 0.54508
5 H -1.20974 -0.98309 1.36508
6 H 1.32921 1.99645 -0.65119
7 N -1.30894 0.02535 1.49414
8 H -1.45808 2.89494 0.44123
9 C -1.39634 2.04433 1.13185
10 H 1.02584 0.31940 -2.33834
11 H 1.35438 -2.07311 -2.24653
12 H 2.53991 -0.69298 1.12313
13 H -0.18817 -1.56393 -3.09869
14 N -1.95424 1.92939 2.32539
15 C -1.81841 0.67808 2.55256
16 H 1.63646 -1.98939 0.30082
17 H -0.56965 0.18425 -1.39527
18 H -0.32024 -2.35761 -1.56387
19 O 1.80878 1.26135 -0.07944
20 H -2.35453 0.13966 3.42608
21 C 1.23629 0.02738 -0.26154

Relative energy (zero: lowest compared OMol25 entry of this formula, charge and spin)   318.6 kJ/mol
Frontier orbital gap   0.341 Eh
Strongest force on any atom   4.8 eV/A
E_tot   -474.644827 a.u.



Number 1: highest occupied orbital energy -13.417 eV. Number 2: highest occupied orbital energy -8.605 eV. Number 3: highest occupied orbital energy -8.514 eV.